1.
A structure of composition C16H48BeO8S8 at a distorted geometry, computed with ωB97M-V/def2-TZVPD.

Structure (XYZ):
```
81
Properties=species:S:1:pos:R:3
Be -0.0444 -0.5543 0.0192
C -3.9558 -1.1467 5.5062
S -3.3633 -2.7989 4.9109
O -2.2956 -2.5602 3.8226
C -2.3538 -3.3017 6.4545
H -3.1271 -0.4669 5.3081
H -4.0865 -1.1479 6.5883
H -4.8244 -0.7982 4.9475
H -1.9465 -2.4089 6.9289
H -1.4868 -3.9324 6.2581
H -3.1020 -3.4806 7.2266
C 5.5055 -4.1541 -3.4707
S 3.8874 -4.7664 -2.7662
O 3.2119 -3.6092 -2.0047
C 3.0614 -5.0370 -4.4223
H 6.1811 -4.1018 -2.6169
H 5.4136 -3.1686 -3.9273
H 5.8639 -4.9755 -4.0912
H 1.9802 -5.0994 -4.2996
H 3.6168 -5.8600 -4.8721
H 3.0114 -4.1184 -5.0068
C -4.6760 -6.2876 -2.0297
S -4.2945 -4.5702 -2.6102
O -2.8151 -4.3245 -2.4026
C -4.5965 -4.9733 -4.3221
H -5.2609 -6.2715 -1.1101
H -3.7874 -6.9075 -1.9099
H -5.3572 -6.7993 -2.7095
H -3.8038 -5.6377 -4.6659
H -4.5211 -4.1013 -4.9717
H -5.5440 -5.4926 -4.4654
C -6.1900 3.6624 -1.5005
S -5.1484 2.5390 -2.4944
O -4.8505 1.3524 -1.4981
C -6.5770 1.9397 -3.5837
H -5.4830 4.2921 -0.9605
H -7.0645 3.2807 -0.9737
H -6.5998 4.3658 -2.2254
H -7.4866 1.8352 -2.9922
H -6.4293 0.9203 -3.9403
H -6.7385 2.6674 -4.3790
C 5.3812 3.8558 1.4382
S 5.6361 2.5387 0.0942
O 4.1615 2.3986 -0.3669
C 6.4183 3.6216 -1.2011
H 6.1247 4.6503 1.3747
H 5.2863 3.3620 2.4052
H 4.4115 4.3012 1.2162
H 5.9617 4.5555 -1.5289
H 6.5076 2.9206 -2.0309
H 7.4609 3.7515 -0.9108
C 4.0325 -0.6572 6.5517
S 3.7444 -1.7463 5.0118
O 3.0521 -0.8324 4.0272
C 5.3669 -2.2849 4.4165
H 3.0242 -0.3602 6.8402
H 4.5558 0.2386 6.2171
H 4.4520 -1.1445 7.4319
H 5.8420 -1.3217 4.2300
H 5.3396 -2.8258 3.4706
H 6.0332 -2.7104 5.1670
C 1.7580 3.5332 -5.9673
S 1.5239 1.7303 -5.7724
O 0.4447 1.3596 -4.7384
C 0.6292 1.6167 -7.3425
H 0.9644 4.0709 -6.4861
H 2.6847 3.7076 -6.5140
H 1.8385 3.9235 -4.9528
H -0.0705 0.7812 -7.3666
H 0.9658 1.3605 -8.3471
H -0.0945 2.4182 -7.4910
C -3.0707 4.8006 4.3884
S -1.3849 4.7919 3.5774
O -1.0826 3.3650 3.2692
C -0.4542 5.4036 5.0787
H -3.5366 5.7661 4.5852
H -3.0262 4.3828 5.3941
H -3.7715 4.1663 3.8456
H -0.8415 6.3683 5.4065
H 0.6328 5.4408 5.0062
H -0.8243 4.7000 5.8244
```

orbital gap = 0.06935 Ha
highest occupied orbital energy = -12.265 eV
ΔE to the lowest compared entry with this formula, charge and spin = 333.2 kcal per mole
spin multiplicity = 1
net charge = +2
electronic energy = -120801.4502 eV

---

2.
A cluster of 7 separate species, C16H48BrN4O6 in total at a distorted geometry, computed with ωB97M-V/def2-TZVPD.

Structure (XYZ):
```
75
Properties=species:S:1:pos:R:3
Br -0.4830 1.1874 0.3546
O 0.2809 4.1821 -1.1361
H -0.4449 3.5642 -0.9585
H 0.2923 4.7653 -0.3707
O 2.0473 1.6459 -1.7681
H 1.5991 1.4587 -0.9208
H 1.4191 1.3319 -2.4373
C -5.1028 -2.3166 -0.3206
C -4.0952 -1.3503 0.3014
C -3.1358 -2.1136 1.2027
O -3.8672 -2.9466 2.1047
C -3.1183 -4.1266 2.3530
N -3.3381 -0.6990 -0.7754
H -4.6085 -3.0054 -1.0099
H -5.8641 -1.8197 -0.9306
H -5.6352 -2.8685 0.4524
H -4.6333 -0.5801 0.8699
H -2.5339 -1.4016 1.7811
H -2.4055 -2.6280 0.5684
H -3.0071 -4.7270 1.4472
H -3.6543 -4.6862 3.1208
H -2.1242 -3.9253 2.7645
H -2.5352 -0.2648 -0.3129
H -3.8975 0.0377 -1.1847
C 0.9486 -4.4744 0.1994
C 0.5920 -3.0705 0.7359
C 1.7817 -2.3726 1.3870
O 2.3458 -3.1309 2.4272
C 3.5443 -2.5559 2.8810
N 0.2841 -2.2608 -0.4498
H 1.2871 -5.1326 1.0031
H 1.7436 -4.4170 -0.5421
H 0.0283 -4.8953 -0.2097
H -0.3113 -3.2014 1.3418
H 1.3998 -1.4285 1.8006
H 2.4852 -2.1855 0.5693
H 4.2562 -2.4216 2.0604
H 4.0807 -3.1457 3.6278
H 3.2982 -1.6161 3.3905
H -0.5352 -2.6286 -0.9228
H 0.0517 -1.3003 -0.1944
C 2.3680 1.3904 3.7954
C 2.0983 2.8236 3.3309
C 3.0694 3.8498 3.8823
O 2.4919 5.1232 3.5554
C 3.0926 6.1671 4.2979
N 2.0535 2.8258 1.8598
H 2.5675 1.4530 4.8737
H 3.3335 1.1120 3.3647
H 1.5871 0.6697 3.5824
H 1.0975 3.1458 3.6568
H 4.0158 3.7843 3.3316
H 3.2660 3.7789 4.9546
H 2.6207 7.0967 3.9855
H 4.1534 6.2624 4.0375
H 2.9806 5.9686 5.3661
H 1.1678 2.3674 1.6020
H 1.8283 3.7851 1.5862
C -2.0325 1.7857 -3.8106
C -1.2776 0.5358 -4.2108
C -0.6234 0.7134 -5.5690
O 0.0024 -0.4712 -6.0133
C 0.5867 -0.2872 -7.2975
N -0.2795 0.2647 -3.1543
H -1.3586 2.6215 -3.5981
H -2.5637 1.6310 -2.8694
H -2.7283 2.1076 -4.5890
H -2.0075 -0.2853 -4.2325
H 0.1227 1.5125 -5.4789
H -1.4224 1.0254 -6.2574
H -0.2065 -0.3661 -8.0461
H 1.2458 -1.1492 -7.4075
H 1.1685 0.6326 -7.3637
H -0.8065 0.3744 -2.2872
H -0.0465 -0.7251 -3.1778
```

orbital gap = 0.30500 Ha
highest occupied orbital energy = -5.480 eV
spin multiplicity = 1
net charge = -1
electronic energy = -105659.7279 eV